(1)
A molecular structure, C11H24NO2RbS in a non-equilibrium geometry. Source: the Open Molecules 2025 dataset; level of theory: wB97M-V/def2-TZVPD.

LUMO level   -0.062 Ha
Multiplicity   1

Each line ends with the natural charge from an NBO analysis.
Atoms and positions in Å:
Rb: -31.73399 4.70303 -2.91705  0.788
C: -28.59642 -2.62968 -3.12444  -0.636
C: -27.23930 -2.25429 -3.66389  0.115
C: -26.61935 -3.47692 -4.39897  -0.401
C: -27.27910 -3.53119 -5.90096  -0.403
C: -26.93011 -2.19489 -6.58046  -0.390
C: -27.65884 -0.95680 -5.91048  0.115
N: -27.28871 -0.96126 -4.51993  -0.203
O: -27.77611 0.20359 -3.76931  -0.769
C: -29.21315 -1.05246 -6.20113  -0.650
C: -27.10383 0.19174 -6.68832  -0.612
C: -26.14063 -1.97934 -2.64300  -0.597
H: -28.89352 -1.80354 -2.47845  0.231
H: -28.50811 -3.54033 -2.53195  0.191
H: -29.35770 -2.79123 -3.88763  0.204
H: -26.73123 -4.50464 -4.05350  0.206
H: -25.55240 -3.31658 -4.55394  0.191
H: -28.33004 -3.76830 -5.73543  0.195
H: -26.75238 -4.24490 -6.53443  0.192
H: -27.18787 -2.18655 -7.63951  0.190
H: -25.84162 -2.13905 -6.56748  0.197
H: -29.80228 -1.87203 -5.78964  0.196
H: -29.41007 -1.02535 -7.27285  0.188
H: -29.73456 -0.24892 -5.68099  0.219
H: -26.03313 0.04295 -6.82811  0.201
H: -27.16835 1.11881 -6.11867  0.232
H: -27.60828 0.41680 -7.62799  0.192
H: -26.50385 -1.20535 -1.96691  0.223
H: -25.14803 -1.74945 -3.03031  0.213
H: -25.98657 -2.85544 -2.01306  0.180
C: -36.45822 9.94339 -3.07286  -0.785
S: -37.60407 8.51937 -2.71647  1.173
O: -36.75028 7.30048 -2.97736  -0.980
C: -38.25183 8.69514 -1.00216  -0.822
H: -35.43571 9.69770 -2.78617  0.233
H: -36.80330 10.83770 -2.55400  0.224
H: -36.62875 10.12430 -4.13413  0.243
H: -37.49511 8.31939 -0.31347  0.228
H: -39.18238 8.21093 -0.70596  0.254
H: -38.35201 9.77013 -0.85232  0.232

Force components x, y, z for each atom (eV/Å):
Rb 0.115 -0.228 -0.063
C 0.120 0.391 0.938
C 1.492 0.195 -1.692
C -1.072 0.473 -4.176
C 1.808 0.771 1.427
C -1.760 -0.235 0.755
C -0.507 -2.678 -0.642
N 0.201 1.006 1.654
O 0.427 -2.207 -1.197
C 0.028 0.248 0.529
C 0.569 1.939 0.631
C -1.020 0.227 1.777
H -0.382 -0.022 0.005
H -0.082 -0.082 0.154
H 0.211 0.095 -0.083
H -0.352 0.378 1.034
H 0.070 0.066 0.045
H -0.052 0.096 -0.610
H -0.365 -0.753 0.334
H -0.279 -0.124 -0.162
H 0.063 0.500 0.335
H 0.708 -0.736 -0.050
H -0.030 0.163 -0.049
H 0.347 0.682 -0.296
H 0.022 -0.002 -0.306
H -0.196 0.035 0.285
H 0.039 -0.509 -0.169
H 0.366 0.371 -0.043
H -0.423 0.317 -0.471
H -0.140 -0.363 0.099
C -1.022 -0.145 1.076
S -0.596 -0.428 -1.774
O -0.391 0.624 1.051
C 1.720 0.358 0.578
H -0.129 -0.090 -0.201
H 0.048 0.002 0.133
H 0.393 -0.287 0.050
H 0.157 0.128 0.110
H -0.045 -0.208 -1.035
H -0.060 0.030 0.021


(2)
A molecular structure, C11H25BBr6N3O11 in a non-equilibrium geometry. Source: the Open Molecules 2025 dataset; level of theory: wB97M-V/def2-TZVPD.

LUMO level   -0.138 Ha
Multiplicity   1
Net charge   +1

Each line ends with the natural charge from an NBO analysis.
Atoms and positions in Å:
N: 21.32825 13.07954 -2.61147  -0.870
H: 20.35347 13.32466 -2.51233  0.486
H: 21.69940 13.67578 -3.33732  0.437
H: 21.41231 12.10971 -2.88063  0.447
H: 21.68424 13.24365 -1.68064  0.450
N: 16.61479 12.79340 -1.17140  -0.874
H: 15.91015 12.12692 -1.45314  0.449
H: 17.58991 12.53081 -1.18802  0.469
H: 16.48634 13.11869 -0.22389  0.439
H: 16.62275 13.52655 -1.86605  0.476
N: 19.13376 15.96719 0.26773  -0.861
H: 19.19098 16.92686 -0.04185  0.455
H: 18.29711 15.81063 0.81145  0.444
H: 19.86939 15.85548 0.95071  0.465
H: 19.10003 15.37227 -0.54777  0.468
O: 19.57158 15.38108 5.74468  -0.533
C: 20.00975 14.57738 4.86563  0.664
O: 19.36614 14.07764 3.82812  -0.673
B: 20.23401 13.08109 3.16881  1.163
O: 21.53815 13.17708 3.80500  -0.654
C: 21.49659 13.99381 4.82875  0.678
O: 22.43866 14.28650 5.54144  -0.510
O: 19.68306 11.73569 3.10487  -0.617
C: 19.44572 11.32384 1.85475  0.655
O: 19.18789 10.15658 1.46996  -0.515
C: 19.78789 12.49181 0.91398  0.711
O: 20.28513 13.49753 1.73562  -0.688
O: 19.71942 12.50801 -0.31047  -0.668
O: 18.37020 15.75316 -3.97804  -0.655
C: 18.16591 15.06709 -2.91147  0.914
O: 17.12460 15.34796 -2.21639  -0.858
O: 18.95543 14.26656 -2.50503  -0.832
H: 17.50763 16.04478 -3.67383  0.524
Br: 22.26481 20.00085 -4.96631  0.016
C: 22.00560 18.08751 -4.55725  -0.457
C: 20.57722 17.99244 -4.01262  -0.415
Br: 20.64463 18.57127 -2.13274  -0.082
H: 22.70810 17.68370 -3.82817  0.226
H: 22.07252 17.53605 -5.49507  0.237
H: 20.30829 16.93938 -3.92989  0.221
H: 19.77803 18.58675 -4.45556  0.255
Br: 16.97984 18.30113 -5.42941  -0.016
C: 16.50003 18.99104 -3.57422  -0.444
C: 16.12682 20.52726 -3.64277  -0.441
Br: 15.72193 21.33542 -1.84153  0.000
H: 17.21548 18.88312 -2.75900  0.219
H: 15.75302 18.37215 -3.07716  0.229
H: 15.38320 20.72068 -4.41589  0.232
H: 16.91521 21.13768 -4.08315  0.228
Br: 19.89674 15.54081 -7.43608  0.028
C: 19.88775 13.88203 -6.39030  -0.454
C: 19.73968 12.67266 -7.22189  -0.424
Br: 19.87090 10.93565 -6.23486  -0.031
H: 19.09413 14.01466 -5.65501  0.227
H: 20.83351 13.76664 -5.86084  0.189
H: 20.54754 12.66746 -7.95363  0.236
H: 18.75999 12.73416 -7.69573  0.234

Force components x, y, z for each atom (eV/Å):
N 0.265 -0.335 -0.029
H -1.616 0.432 -0.257
H 0.471 0.235 -0.010
H 0.160 -0.432 0.002
H 0.718 -0.012 0.207
N 0.320 -0.130 0.057
H 0.175 -0.803 0.235
H 0.695 -1.227 -0.197
H -0.680 0.450 0.107
H -0.352 1.870 -0.115
N -0.409 0.744 0.799
H -0.283 0.666 -0.382
H -0.666 0.194 0.044
H 0.898 -0.879 -0.112
H 0.492 -0.852 -0.537
O 1.643 -3.424 -4.124
C -0.373 3.166 4.494
O -0.167 -0.343 0.053
B 0.037 0.658 0.118
O -0.433 -1.038 -1.123
C 1.073 1.694 2.024
O -2.131 -0.526 -1.314
O -0.626 -1.006 -1.073
C 0.143 -3.808 0.111
O 0.480 4.471 1.251
C 1.182 1.543 1.053
O -0.945 -1.604 -3.361
O -0.039 0.496 1.596
O -0.095 0.282 -1.243
C -0.829 -0.530 3.346
O -0.570 0.085 -0.553
O 3.794 -3.695 1.428
H -2.330 3.501 -2.600
Br 0.502 -0.680 0.128
C -1.372 0.834 -0.392
C 0.757 -0.870 0.723
Br -0.289 -0.004 0.295
H 0.134 0.449 -0.155
H 0.054 0.162 -0.021
H -0.232 0.234 -0.238
H 0.445 -0.168 -0.289
Br -0.354 0.651 1.817
C -0.445 1.496 0.806
C 0.394 -0.683 -0.671
Br 0.156 -0.879 -1.450
H 1.362 0.000 -0.907
H -0.872 0.042 -1.119
H -0.919 -0.223 0.791
H 0.631 -0.312 0.686
Br 0.113 -0.591 0.210
C 0.359 0.341 1.587
C -0.422 -0.379 -1.102
Br -0.087 1.175 -0.212
H 0.041 -0.059 -0.148
H 0.141 0.614 0.036
H -0.276 -0.370 -0.068
H 0.180 -0.625 -0.202


(3)
2 unconnected molecules or ions with the total composition C11H25BNO4 in a non-equilibrium geometry. Source: the Open Molecules 2025 dataset; level of theory: wB97M-V/def2-TZVPD.

LUMO level   0.108 Ha
Multiplicity   1
Net charge   -1

Each line ends with the natural charge from an NBO analysis.
Atoms and positions in Å:
C: -0.56969 1.46443 1.41386  -0.857
B: 0.24659 0.77989 0.14363  -0.140
C: -0.69743 0.66045 -1.20591  -0.622
C: -0.77981 1.90959 -2.09076  -0.201
N: 0.53019 2.42383 -2.52220  -0.488
C: 0.79131 2.33292 -3.95412  -0.190
C: 2.11836 1.61784 -4.22279  -0.613
C: 0.95943 3.65298 -1.99358  0.738
C: -0.04665 4.71321 -1.58397  -0.726
O: 2.15644 3.92758 -1.94448  -0.600
H: -0.01655 1.31629 2.34180  0.192
H: -0.75383 2.53621 1.28322  0.165
H: -1.55053 0.98929 1.54202  0.169
H: 0.65593 -0.33983 0.46439  -0.089
H: 1.25769 1.45761 -0.03922  -0.074
H: -1.71313 0.43416 -0.86321  0.182
H: -0.36707 -0.18323 -1.82062  0.175
H: -1.35684 2.63794 -1.53061  0.178
H: -1.36302 1.66228 -2.98137  0.156
H: 0.00298 1.76545 -4.43688  0.188
H: 0.85463 3.32114 -4.41980  0.165
H: 2.12158 0.67601 -3.68033  0.214
H: 2.28389 1.44259 -5.28405  0.180
H: 2.92260 2.20931 -3.79449  0.224
H: -0.58392 5.10777 -2.44128  0.214
H: -0.74552 4.33303 -0.84864  0.235
H: 0.51017 5.51132 -1.10624  0.227
C: -1.16510 -4.58080 5.19084  -0.637
C: -1.92782 -3.85642 4.10089  -0.068
O: -1.07074 -3.03118 3.31339  -0.487
C: -0.35570 -3.67176 2.38504  0.984
O: -0.40510 -4.85820 2.16323  -0.677
O: 0.39478 -2.78673 1.76092  -0.460
C: 1.25931 -3.30825 0.75645  -0.259
H: -0.60248 -3.86858 5.79555  0.210
H: -1.85377 -5.12562 5.83824  0.205
H: -0.45829 -5.29052 4.76297  0.224
H: -2.65589 -3.17458 4.53719  0.185
H: -2.46397 -4.55545 3.45898  0.190
H: 0.70459 -3.91116 0.04060  0.186
H: 2.05268 -3.90120 1.21269  0.171
H: 1.67973 -2.43960 0.25865  0.231

Force components x, y, z for each atom (eV/Å):
C -0.049 -0.428 -0.452
B 0.125 0.291 0.309
C 0.634 0.107 0.212
C -0.287 -0.784 0.247
N -1.093 1.054 0.041
C 1.308 -0.562 -0.144
C -0.125 0.098 0.398
C 1.350 -0.153 0.027
C 0.308 -0.241 0.745
O -1.086 -0.117 -0.480
H 0.041 0.148 0.186
H 0.016 0.163 0.051
H -0.115 -0.021 0.128
H -0.155 -0.088 0.000
H 0.039 0.026 -0.216
H -0.200 -0.093 -0.162
H -0.001 -0.084 -0.140
H 0.076 0.330 -0.052
H -0.095 0.244 -0.186
H -0.304 0.054 0.069
H -0.234 0.155 -0.031
H -0.045 -0.211 -0.071
H 0.057 0.021 -0.150
H 0.158 0.088 -0.124
H -0.136 -0.131 -0.197
H -0.226 -0.003 -0.004
H 0.098 0.150 -0.081
C 0.168 -0.017 -0.033
C -0.203 -0.114 0.178
O -0.057 0.057 0.082
C 0.063 0.086 -0.137
O -0.007 -0.172 0.001
O -0.048 -0.012 0.198
C 0.185 0.127 -0.235
H -0.065 0.027 0.039
H -0.022 0.016 0.002
H -0.046 -0.025 -0.039
H 0.051 0.102 -0.045
H 0.089 -0.033 -0.049
H -0.027 -0.062 0.051
H -0.064 -0.079 0.008
H -0.077 0.086 0.058


(4)
3 unconnected molecules or ions with the total composition C11H25BrN2O7. Source: the Open Molecules 2025 dataset; level of theory: wB97M-V/def2-TZVPD.

LUMO level   0.020 Ha
Multiplicity   1

Each line ends with the natural charge from an NBO analysis.
Atoms and positions in Å:
C: 1.11839 -3.52225 -1.48833  -0.639
C: 1.58381 -2.96927 -0.15795  -0.071
O: 2.82791 -2.25987 -0.28598  -0.491
C: 2.73415 -1.02746 -0.77619  0.989
O: 1.71565 -0.45907 -1.08662  -0.670
O: 3.96209 -0.51955 -0.87166  -0.492
C: 4.01602 0.78697 -1.45295  -0.257
H: 1.90174 -4.13040 -1.94225  0.213
H: 0.22872 -4.13662 -1.35196  0.221
H: 0.87851 -2.71994 -2.18529  0.221
H: 1.78299 -3.78252 0.53684  0.194
H: 0.83027 -2.32739 0.29551  0.196
H: 3.34742 1.47285 -0.93801  0.197
H: 3.76036 0.74014 -2.51019  0.192
H: 5.03995 1.13190 -1.34398  0.196
C: -1.82493 3.23229 -6.73243  -0.639
C: -0.38717 2.83452 -6.47406  -0.070
O: -0.08434 2.81793 -5.07206  -0.497
C: -0.51493 1.74205 -4.40750  0.982
O: -1.09349 0.80001 -4.88556  -0.651
O: -0.18159 1.88771 -3.12711  -0.495
C: -0.62990 0.82891 -2.27194  -0.249
H: -2.04916 4.18275 -6.24662  0.211
H: -2.00385 3.33299 -7.80293  0.216
H: -2.51334 2.48667 -6.33710  0.226
H: 0.28942 3.56970 -6.90620  0.188
H: -0.15398 1.86691 -6.91737  0.194
H: -0.31282 -0.13751 -2.64744  0.201
H: -1.71600 0.86184 -2.17740  0.177
H: -0.17736 0.99507 -1.30427  0.206
N: -1.32191 1.34464 6.23344  -0.837
C: -1.87458 0.05654 6.59772  0.080
N: -1.32632 -0.33582 7.90875  -0.826
C: -1.53568 -1.05477 5.61494  -0.099
O: -2.07346 -0.79980 4.32590  -0.518
C: -1.21188 -1.03949 3.28741  -0.084
Br: -1.02676 -2.94896 2.89354  -0.076
H: -0.32311 1.31169 6.08365  0.355
H: -1.80688 1.77469 5.45852  0.366
H: -2.95020 0.18326 6.67254  0.184
H: -0.65994 -1.08697 7.77736  0.349
H: -2.05977 -0.64660 8.52939  0.368
H: -1.93488 -1.99338 5.99738  0.188
H: -0.44948 -1.15619 5.58744  0.165
H: -1.60083 -0.53549 2.41410  0.207
H: -0.21887 -0.65269 3.48694  0.179

Force components x, y, z for each atom (eV/Å):
C 0.127 0.144 -0.159
C -0.329 -0.287 -0.018
O 0.028 0.083 0.047
C 0.043 -0.079 -0.033
O 0.168 -0.087 0.116
O -0.026 0.020 0.016
C 0.108 0.166 -0.042
H -0.025 -0.079 0.064
H 0.006 -0.011 0.037
H -0.057 0.026 0.046
H 0.178 0.071 0.034
H 0.058 0.113 -0.059
H -0.081 -0.045 -0.030
H -0.097 0.014 0.021
H 0.034 -0.129 0.042
C -0.115 -0.039 0.196
C -0.086 0.074 -0.365
O 0.042 -0.030 0.043
C 0.076 0.009 0.028
O -0.008 0.037 0.010
O -0.011 0.008 -0.028
C -0.277 -0.007 0.130
H 0.051 0.048 -0.074
H 0.032 0.012 -0.010
H 0.035 -0.058 -0.044
H 0.068 0.031 0.158
H -0.053 -0.071 0.116
H -0.013 -0.019 -0.070
H 0.003 -0.037 -0.133
H 0.115 0.121 -0.019
N -0.351 0.207 0.098
C 0.680 0.187 0.409
N -0.242 0.074 -0.517
C -0.432 -0.205 0.242
O 0.196 0.143 0.126
C -0.221 0.641 0.135
Br 0.069 -0.121 -0.105
H -0.003 0.030 -0.089
H 0.177 -0.102 -0.136
H -0.184 -0.063 -0.038
H -0.026 -0.082 0.299
H 0.105 -0.084 0.064
H -0.108 -0.195 -0.102
H 0.217 0.054 -0.202
H -0.182 -0.275 -0.291
H 0.314 -0.210 0.090


(5)
A gas-phase ion, C11H25ClFN2O7P2S (charge +1) in a non-equilibrium geometry. Source: the Open Molecules 2025 dataset; level of theory: wB97M-V/def2-TZVPD.

LUMO level   -0.118 Ha
Multiplicity   1
Net charge   +1

Each line ends with the natural charge from an NBO analysis.
Atoms and positions in Å:
C: 2.72179 -2.68731 -0.49148  -0.427
N: 2.21865 -1.33275 -0.19331  -0.478
C: 0.86991 -1.08894 -0.68866  -0.044
C: -0.23510 -1.89634 0.00499  -0.426
C: -1.65021 -1.67464 -0.57772  -0.407
C: -2.66432 -1.14170 0.45848  -0.420
C: -3.63184 -0.09011 -0.10981  -0.693
S: -5.28772 -0.70912 -0.39647  2.367
O: -5.76947 -0.13937 -1.61177  -0.916
O: -5.29147 -2.13318 -0.29739  -0.923
O: -6.17934 -0.10326 0.77574  -0.862
C: 0.66778 0.43347 -0.73066  -0.033
C: 1.47892 0.99799 -1.91166  -0.478
C: 1.02701 2.37764 -2.36495  0.047
F: 2.00084 2.90777 -3.17672  -0.339
N: 1.14709 1.13223 0.53352  -0.700
P: 0.03930 2.36412 1.20893  2.462
O: 0.02876 2.27637 2.66163  -1.033
O: -1.41436 2.15801 0.62907  -0.957
O: 0.64042 3.71470 0.66726  -0.978
C: 1.53097 0.20749 1.66711  -0.253
C: 2.39131 -0.97443 1.21016  -0.373
P: 4.22904 -0.66883 1.44958  1.149
O: 4.09318 0.31011 2.73923  -0.998
Cl: 4.60834 0.65220 -0.12277  -0.343
H: 3.52692 -2.60554 -1.22346  0.221
H: 3.16732 -3.14415 0.38861  0.211
H: 1.96595 -3.32617 -0.93927  0.209
H: 0.87233 -1.39532 -1.73314  0.235
H: 0.01168 -2.95229 -0.07325  0.233
H: -0.25988 -1.69297 1.07649  0.194
H: -2.00001 -2.64273 -0.92588  0.243
H: -1.61199 -1.01550 -1.44656  0.185
H: -3.25773 -1.98153 0.80924  0.263
H: -2.12028 -0.67876 1.28006  0.197
H: -3.31591 0.33475 -1.05859  0.244
H: -3.70563 0.73400 0.59922  0.241
H: -5.66206 0.05995 1.57375  0.502
H: -0.37793 0.63321 -0.95605  0.223
H: 2.53854 0.98002 -1.65740  0.251
H: 1.38411 0.33399 -2.76620  0.244
H: 0.82128 3.07469 -1.54964  0.155
H: 0.11878 2.28003 -2.96528  0.170
H: 2.00495 1.63793 0.27253  0.480
H: -1.51542 2.39964 -0.30458  0.522
H: 0.10457 4.46208 0.97418  0.546
H: 2.08821 0.77936 2.40154  0.285
H: 0.62269 -0.15105 2.13550  0.245
H: 2.12780 -1.82330 1.85212  0.231
H: 4.90228 0.80752 2.90374  0.525

Force components x, y, z for each atom (eV/Å):
C 0.635 0.567 -0.544
N -0.407 -0.307 0.207
C 0.005 -0.150 0.588
C -0.335 0.146 0.102
C 0.115 -0.286 0.388
C 0.131 0.246 -0.737
C 0.161 0.041 0.830
S -0.591 -0.518 -1.259
O 0.029 0.402 0.257
O 0.310 -0.045 0.491
O 0.300 0.273 -0.097
C 0.511 -0.420 -1.673
C -0.036 0.126 0.169
C -0.108 -0.313 -0.172
F 0.064 0.189 0.033
N -0.250 0.344 -0.206
P -0.601 0.824 2.569
O 0.043 -0.439 -0.437
O 0.619 -0.146 -0.788
O -0.051 -0.504 -0.839
C 0.140 -0.737 0.085
C 0.044 0.492 -0.528
P 0.547 -0.778 -0.074
O -0.136 0.380 -0.128
Cl -0.266 0.268 0.229
H 0.042 -0.050 -0.051
H -0.243 -0.216 0.124
H -0.167 -0.117 0.240
H -0.062 0.023 -0.112
H 0.170 -0.050 -0.040
H 0.052 0.040 0.045
H -0.166 0.080 -0.306
H 0.004 -0.002 -0.107
H 0.105 0.004 0.383
H -0.067 -0.081 0.204
H -0.073 -0.107 -0.178
H -0.171 0.138 -0.100
H -0.098 -0.176 0.201
H -0.156 0.118 0.653
H 0.023 0.187 0.021
H -0.089 -0.142 0.000
H 0.230 0.066 -0.008
H -0.097 0.066 0.007
H 0.073 -0.106 -0.059
H -0.258 0.043 0.020
H 0.197 0.261 0.054
H -0.222 0.226 0.001
H -0.155 0.177 -0.035
H 0.104 0.035 0.299
H 0.150 -0.072 0.279